16
Properties=species:S:1:pos:R:3 method="wB97M-V/def2-TZVPD" lumo_ev=-2.293 orbital_gap_ev=7.21
O 1.48138 -3.34566 0.26578
C 0.12721 -0.04455 0.12148
O 2.43454 -1.96257 -1.10262
H 2.01753 1.16899 -0.54857
O -2.52307 -1.32624 0.61512
C -1.16253 0.50174 0.08642
N -1.39378 1.93158 -0.01758
O 0.35866 -1.31975 0.13336
O -2.65325 -0.40344 -1.27757
C 1.39355 0.83538 0.36141
H 1.14566 1.63139 1.01424
O -0.44829 2.55589 -0.38281
H 2.14650 0.36360 0.92201
N 1.77635 -2.44101 -0.31777
O -2.49654 2.33290 0.27618
N -2.20392 -0.47826 -0.14907

11
Properties=species:S:1:pos:R:3 method="wB97M-V/def2-TZVPD" lumo_ev=-0.922 smiles="[H]/N=C1/N=CC(=O)N1S" orbital_gap_ev=8.78
N 0.40443 -2.30721 0.01053
H -0.55397 -2.58529 0.02372
S -2.29488 -0.36022 -0.08896
C 0.00101 1.21057 -0.07021
H 2.27120 1.61295 -0.01450
C 1.47917 0.85944 -0.04536
O -0.52053 2.28911 -0.03721
C 0.50278 -1.06228 -0.08353
H -2.48498 0.80424 0.51558
N 1.74550 -0.38572 -0.07548
N -0.54971 -0.07558 -0.13457

11
Properties=species:S:1:pos:R:3 method="wB97M-V/def2-TZVPD" lumo_ev=-0.160 smiles="[H]/N=c1/nnocc1S" orbital_gap_ev=9.51
C -0.50220 -0.27463 0.85613
H 1.51797 0.04899 -1.87963
O 2.06157 -0.76569 -0.12593
N 0.58223 -0.82599 1.65417
N -1.59723 -0.20805 1.45870
S -1.25396 0.85746 -1.60156
H -2.32980 0.16372 0.82356
N 1.70861 -1.07841 1.27037
C -0.10830 0.12161 -0.49163
H -1.23124 2.11817 -1.07636
C 1.15235 -0.15717 -0.88783

10
Properties=species:S:1:pos:R:3 method="wB97M-V/def2-TZVPD" lumo_ev="-1.711 / -1.714" orbital_gap_ev="6.27 / 6.26"
C -1.11678 -0.37894 -0.61780
N -0.06444 -1.69028 0.88791
H -2.60810 -0.06634 -1.84001
C -0.04457 -0.65217 0.17394
H 1.08538 2.33118 0.95138
S 2.33328 -0.13544 -0.64150
N -1.83362 0.26441 -1.30687
N 0.51498 1.55934 0.67989
C 1.03042 0.54582 0.17242
H 0.70345 -1.77759 1.54064

11
Properties=species:S:1:pos:R:3 method="wB97M-V/def2-TZVPD" lumo_ev=0.966 smiles=c1n[nH]c2n[nH]nc12 orbital_gap_ev=10.20
H -1.62088 -2.01893 0.01539
H 3.05135 0.01442 0.04992
N 2.03185 -0.03627 -0.02636
N 1.39826 1.08757 -0.00160
C 0.11228 0.69376 -0.02210
C -1.27365 1.08240 -0.01445
N -2.04502 0.03463 -0.01415
C 0.07067 -0.67576 -0.02451
H -1.77798 2.04632 0.04431
N 1.31507 -1.16304 -0.00202
N -1.26196 -1.06513 -0.00442

11
Properties=species:S:1:pos:R:3 method="wB97M-V/def2-TZVPD" lumo_ev=-1.190 smiles="N=c1ncnncn1" orbital_gap_ev=8.43
N -1.75855 -0.20940 0.94427
C 0.26489 1.56078 -0.28680
C -1.17412 -0.13354 -0.13356
H 0.60694 2.65591 -0.39185
N 1.56456 -0.41506 0.53188
N -0.43695 -1.16811 -0.57810
H -1.73157 -1.18519 1.37168
H 1.52609 -1.87033 -0.99229
N 1.16868 0.78444 0.70488
N -0.86146 1.11112 -0.69912
C 0.83148 -1.13063 -0.47098

11
Properties=species:S:1:pos:R:3 method="wB97M-V/def2-TZVPD" lumo_ev=0.237 smiles=Cn1nnc(C#N)n1 orbital_gap_ev=11.17
C -2.87224 0.01997 0.00770
N 0.57777 0.06417 0.08537
N 0.35320 1.37966 -0.00963
H 2.59825 0.39789 -0.46768
N -3.98801 -0.31908 -0.03161
H 1.98163 -1.38552 -0.77632
H 2.35402 -0.79526 1.00854
C 1.94142 -0.51506 -0.03648
C -1.47081 0.28052 0.05555
N -0.52627 -0.68140 0.11700
N -0.94898 1.55410 0.04757

11
Properties=species:S:1:pos:R:3 method="wB97M-V/def2-TZVPD" lumo_ev=-1.566 orbital_gap_ev=8.23
C -0.02356 0.21280 1.03747
C 0.65773 -0.02880 -1.62610
N -0.40773 1.90161 -0.68003
H 1.40554 -0.39442 -2.20603
H -1.38555 -1.74042 0.49765
N 0.49229 1.27723 -1.68336
H 0.22547 -1.00658 2.54270
C -0.75900 -0.82304 0.14391
N 0.31838 0.10989 2.34031
N -0.19959 -0.94546 -0.97456
N -0.32399 1.43719 0.60804

11
Properties=species:S:1:pos:R:3 method="wB97M-V/def2-TZVPD" lumo_ev=-0.957 smiles="N=c1ncnncn1" orbital_gap_ev=8.54
C -0.59866 -1.35870 -0.33500
H 2.75099 0.70798 0.80578
H -1.51859 2.20231 -0.78909
N -1.43374 -0.72118 0.54998
C 1.09318 0.06412 -0.11519
N 2.12537 -0.08151 0.62700
N -1.53711 0.48132 0.59338
N 0.58701 -1.11921 -0.55419
C -0.80824 1.39192 -0.33788
N 0.49355 1.26239 -0.42524
H -0.99555 -2.24701 -0.82478

17
Properties=species:S:1:pos:R:3 method="wB97M-V/def2-TZVPD" lumo_ev="-2.348 / -1.776" orbital_gap_ev="5.90 / 7.89"
O -0.94979 -1.00906 -2.21384
O -1.91297 -2.33878 -0.81272
N 0.89978 0.58044 -1.03679
O 1.67454 -1.19017 2.10690
C -0.31039 1.32527 -1.17512
H 1.81183 1.12787 -0.95058
N -1.00908 -1.51861 -1.10294
O 2.63727 0.53276 1.23593
H -0.11515 -1.99344 0.79160
C -0.15577 -1.25132 0.04911
H -0.18728 1.82410 -2.13717
C -1.15009 1.61192 -0.20561
O -0.22414 1.16595 1.61200
O -2.36078 0.71342 1.47283
N 1.86334 -0.33418 1.35760
N 0.81640 -0.34705 -0.02626
N -1.32772 1.10087 1.03506

8
Properties=species:S:1:pos:R:3 method="wB97M-V/def2-TZVPD" lumo_ev=-0.822 smiles="CC(=O)C#N" orbital_gap_ev=10.18
C 0.95320 -0.45615 -0.09967
N -2.71026 0.17978 -0.04980
C -0.13370 0.57497 0.04675
O 0.06124 1.75606 -0.02673
H 0.19117 -1.20197 -0.05601
C -1.47356 0.03506 -0.00338
H 1.43122 -0.59590 1.01578
H 1.68069 -0.29185 -0.82694

8
Properties=species:S:1:pos:R:3 method="wB97M-V/def2-TZVPD" lumo_ev=0.265 orbital_gap_ev=9.87
O 0.81169 1.23607 0.07268
H 2.33929 -0.26301 0.01564
C 1.27916 0.03349 0.01807
H -1.53464 -1.55829 -0.09398
H -1.51600 1.60502 0.05866
N 0.50748 -1.01394 -0.04407
C -0.84839 -0.67719 -0.04430
C -1.03858 0.63786 0.01730

8
Properties=species:S:1:pos:R:3 method="wB97M-V/def2-TZVPD" lumo_ev=0.507 orbital_gap_ev=8.51
N 0.31787 0.30557 0.16939
C -0.21827 -1.09456 0.62710
H -1.78378 0.29450 -0.20643
C 0.98073 1.23189 0.43298
H 0.46730 -1.85928 0.13270
C -0.83816 -0.31679 -0.44452
H -0.56399 -0.70370 -1.43391
O 1.63830 2.14237 0.72268

8
Properties=species:S:1:pos:R:3 method="wB97M-V/def2-TZVPD" lumo_ev=0.647 smiles=N#C[C@@H]1CO1 orbital_gap_ev=11.81
C -1.25734 -0.27255 -0.30686
H -0.98308 -0.56830 -1.40696
H 0.25818 -0.01496 1.57629
O -0.51038 1.16345 -0.14540
N 2.78396 0.20875 -0.25278
C 0.18270 0.01128 0.41078
C 1.65699 0.05485 -0.08680
H -2.13102 -0.58252 0.21173

8
Properties=species:S:1:pos:R:3 method="wB97M-V/def2-TZVPD" lumo_ev=-1.134 smiles="CC(=O)C#N" orbital_gap_ev=9.95
C 0.46391 1.92753 -1.73968
H 0.05457 -0.72265 -0.10470
C 0.01028 0.28416 0.05789
H 1.04285 0.68768 0.29831
C -0.41227 1.11732 -1.07427
H -0.72173 0.45511 0.80601
O -1.67597 1.33554 -1.41815
N 1.24555 2.49328 -2.35773

8
Properties=species:S:1:pos:R:3 method="wB97M-V/def2-TZVPD" lumo_ev=-0.621 smiles="Cc1nc1=O" orbital_gap_ev=9.09
C 1.66579 -0.08875 0.07364
H -1.61105 0.93987 -0.43006
H -1.70149 -0.33038 0.86599
C 0.26031 0.03269 0.13286
N 1.24880 1.08249 0.58060
H -1.32069 -0.80048 -0.79810
O 2.57616 -0.76536 -0.28101
C -1.11782 -0.07008 -0.14391

8
Properties=species:S:1:pos:R:3 method="wB97M-V/def2-TZVPD" lumo_ev="0.820 / -2.583" orbital_gap_ev="7.51 / 8.72" multiplicity=3
C -0.13407 0.02719 -0.16470
O -3.83725 -0.73879 -0.27956
H 0.33033 0.93931 -0.72124
H 0.06919 -0.00126 0.91455
C -1.58358 0.27027 -0.08229
C -2.95184 -0.01148 -0.06848
N -2.41406 1.09675 0.59315
H 0.15289 -0.73349 -0.97754

9
Properties=species:S:1:pos:R:3 method="wB97M-V/def2-TZVPD" lumo_ev=0.759 smiles="O=c1[nH]cco1" orbital_gap_ev=9.91
O 0.87372 0.76180 -0.87269
O -0.64302 2.40345 -0.44346
C 1.13689 -0.46226 -0.29710
C 0.29285 -0.69973 0.70511
C -0.19068 1.31980 -0.20425
H 1.92289 -1.04646 -0.74318
N -0.58811 0.39788 0.77552
H 0.26255 -1.48829 1.44377
H -1.57320 0.17649 0.74006

9
Properties=species:S:1:pos:R:3 method="wB97M-V/def2-TZVPD" lumo_ev=-0.785 smiles="O=C1C=[N+]([O-])C1" orbital_gap_ev=9.20
C 0.18194 -1.39469 0.00850
H -0.08872 1.31280 -0.89757
H 0.14294 -2.46669 0.02006
H -0.11200 1.31125 0.88114
N -0.90406 -0.48433 -0.00855
C 0.00258 0.69080 -0.00740
O 2.34675 -0.24224 -0.02376
C 1.15357 -0.33248 -0.00187
O -2.17945 -0.32165 -0.02317

9
Properties=species:S:1:pos:R:3 method="wB97M-V/def2-TZVPD" lumo_ev=-0.779 smiles="N#CC(=O)CO" orbital_gap_ev=10.34
C -0.09067 0.63445 -0.01875
C -1.23386 -0.31327 0.11127
O 1.50310 -1.25216 0.03407
H 0.93770 -1.55670 -0.72265
C 1.41316 0.18721 0.02532
O -0.32648 1.81740 -0.04505
N -2.11747 -1.03235 -0.02312
H 2.03493 0.71974 -0.76133
H 1.90497 0.49114 1.02666

Energy above the lowest of the compared OMol25 structures with the same formula, charge and spin
In order: 90.96; 174.62; 385.75; 416.96; 85.88; 305.54; 101.06; 465.47; 290.89; 735.16; 194.94; 222.87; 406.46; 286.95; 117.23; 250.16; 106.43; 78.22; 398.01; 213.73
Unit: kJ/mol